Entry 1:
Density functional theory data (wB97M-V/def2-TZVPD) for a gas-phase ion, CH6N (charge +1) in a non-equilibrium geometry.

```
8
CH6N, DFT wB97M-V/def2-TZVPD
C -0.744 -0.049 0.001
N 0.711 -0.069 -0.031
H -1.132 0.002 1.093
H -0.997 0.885 -0.616
H -1.008 -1.023 -0.536
H 0.991 0.089 -0.951
H 1.281 -0.727 0.580
H 1.130 0.946 0.464
```

Its net charge is +1. Its SMILES is C[NH3+]. The relative energy (zero: lowest compared OMol25 entry of this formula, charge and spin) comes out at 105.0 kJ/mol. The largest force on an atom comes out at 0.1476 hartree/bohr. Its spin multiplicity is 1.



Entry 2:
Density functional theory data (wB97M-V/def2-TZVPD) for 2 unconnected molecules or ions with the total composition CH6N2 in a non-equilibrium geometry.

```
9
CH6N2, DFT wB97M-V/def2-TZVPD
N -3.694 2.060 3.546
H -4.114 1.344 2.944
H -4.411 2.726 3.804
H -3.193 2.484 2.754
C 3.139 -1.371 -2.450
N 2.643 -2.532 -2.363
H 3.118 -0.641 -1.625
H 3.632 -1.055 -3.375
H 2.878 -3.015 -3.235
```

Its net charge is -1. The relative energy (zero: lowest compared OMol25 entry of this formula, charge and spin) comes out at 75.8 kJ/mol. The largest force on an atom comes out at 0.0328 hartree/bohr. Its spin multiplicity is 2.



Entry 3:
Density functional theory data (wB97M-V/def2-TZVPD) for 2 unconnected molecules or ions with the total composition CH6N2 in a non-equilibrium geometry.

```
9
CH6N2, DFT wB97M-V/def2-TZVPD
C 1.347 -2.247 0.183
N 0.085 -2.276 0.326
H 1.972 -2.814 0.868
H 1.799 -1.729 -0.667
H -0.294 -1.543 -0.271
N -1.318 2.623 -0.288
H -0.485 2.105 -0.415
H -1.127 3.587 -0.110
H -1.979 2.296 0.372
```

Its SMILES is C=N.N. The relative energy (zero: lowest compared OMol25 entry of this formula, charge and spin) comes out at 85.5 kJ/mol. The largest force on an atom comes out at 0.0289 hartree/bohr. Its spin multiplicity is 1.



Entry 4:
Density functional theory data (wB97M-V/def2-TZVPD) for 2 unconnected molecules or ions with the total composition CH6N2 in a non-equilibrium geometry.

```
9
CH6N2, DFT wB97M-V/def2-TZVPD
C -0.576 0.116 0.757
N 0.141 -0.767 -1.178
N 0.401 -0.725 0.175
H -0.825 1.124 0.114
H -1.504 -0.366 0.802
H -0.110 0.601 1.727
H 0.921 -1.081 -1.700
H -0.495 -0.033 -1.655
H 1.832 0.411 0.514
```

The relative energy (zero: lowest compared OMol25 entry of this formula, charge and spin) comes out at 473.0 kJ/mol. The largest force on an atom comes out at 0.1008 hartree/bohr. Its spin multiplicity is 1.



Entry 5:
Density functional theory data (wB97M-V/def2-TZVPD) for CH6N2O2 in the gas phase in a non-equilibrium geometry.

```
11
CH6N2O2, DFT wB97M-V/def2-TZVPD
C -0.602 -0.287 1.634
O 0.215 0.725 1.063
N -0.096 0.830 -0.397
O 1.145 0.498 -1.019
N 0.687 -0.269 -2.196
H -0.740 -0.060 2.695
H -0.107 -1.259 1.543
H -1.591 -0.327 1.164
H -0.103 1.847 -0.511
H 1.362 -1.030 -2.156
H -0.170 -0.668 -1.819
```

Its SMILES is CONON. The relative energy (zero: lowest compared OMol25 entry of this formula, charge and spin) comes out at 640.7 kJ/mol. The largest force on an atom comes out at 0.0529 hartree/bohr. Its spin multiplicity is 1.



Entry 6:
Density functional theory data (wB97M-V/def2-TZVPD) for 3 unconnected molecules or ions with the total composition CH6N2O2S in a non-equilibrium geometry.

```
12
CH6N2O2S, DFT wB97M-V/def2-TZVPD
C 3.119 -0.263 0.146
N 0.739 1.451 -0.024
N -3.760 -0.513 0.013
O 0.367 -0.543 -1.223
O 2.300 -0.962 0.657
S 0.137 0.099 0.046
H 2.804 0.095 -0.897
H 4.015 0.073 0.626
H -3.649 0.485 -0.118
H 0.745 1.972 0.862
H -3.604 -1.026 -0.837
H -3.212 -0.868 0.749
```

The relative energy (zero: lowest compared OMol25 entry of this formula, charge and spin) comes out at 145.1 kJ/mol. The largest force on an atom comes out at 0.0603 hartree/bohr. Its spin multiplicity is 1.



Entry 7:
Density functional theory data (wB97M-V/def2-TZVPD) for 2 unconnected molecules or ions with the total composition CH6N2OS in a non-equilibrium geometry.

```
11
CH6N2OS, DFT wB97M-V/def2-TZVPD
C -0.221 -1.411 1.532
N 0.887 0.790 1.287
N -0.451 0.558 -1.749
O 0.201 1.596 0.671
S 1.189 -0.786 0.594
H -0.966 -0.569 1.905
H 0.120 -2.076 2.402
H 0.527 0.983 -1.995
H -0.845 0.031 -2.531
H -0.934 1.377 -1.413
H 0.493 -0.492 -0.704
```

The relative energy (zero: lowest compared OMol25 entry of this formula, charge and spin) comes out at 41.5 kJ/mol. The largest force on an atom comes out at 0.0840 hartree/bohr. Its spin multiplicity is 3.



Entry 8:
Density functional theory data (wB97M-V/def2-TZVPD) for 2 unconnected molecules or ions with the total composition CH6N2S in a non-equilibrium geometry.

```
10
CH6N2S, DFT wB97M-V/def2-TZVPD
C -0.256 -0.868 0.340
N -0.011 0.579 -1.535
N 0.551 -0.407 -0.679
S 0.241 0.758 2.198
H -1.319 -0.750 0.246
H 0.103 -1.553 1.147
H -0.888 1.007 -1.100
H -0.213 0.269 -2.537
H 1.601 -0.460 -0.617
H 0.994 -0.186 2.755
```

The relative energy (zero: lowest compared OMol25 entry of this formula, charge and spin) comes out at 266.8 kJ/mol. The largest force on an atom comes out at 0.0665 hartree/bohr. Its spin multiplicity is 1.



Entry 9:
Density functional theory data (wB97M-V/def2-TZVPD) for 2 unconnected molecules or ions with the total composition CH6N2S in a non-equilibrium geometry.

```
10
CH6N2S, DFT wB97M-V/def2-TZVPD
S -3.169 -0.712 -1.665
H -2.409 0.194 -2.201
N 0.183 0.821 1.226
C 0.754 -0.276 0.768
N 1.109 -0.389 -0.483
H 0.320 1.699 0.740
H -0.211 0.828 2.147
H 0.839 -1.132 1.420
H 1.329 -1.334 -0.755
H 1.256 0.302 -1.197
```

The relative energy (zero: lowest compared OMol25 entry of this formula, charge and spin) comes out at 248.3 kJ/mol. The largest force on an atom comes out at 0.0401 hartree/bohr. Its spin multiplicity is 1.



Entry 10:
Density functional theory data (wB97M-V/def2-TZVPD) for CH6N2S in the gas phase in a non-equilibrium geometry.

```
10
CH6N2S, DFT wB97M-V/def2-TZVPD
N 1.087 0.828 -0.622
N 0.876 0.126 0.588
C -0.245 -0.672 0.547
S -2.128 0.437 0.013
H 0.642 0.335 -1.432
H 2.087 0.894 -0.883
H 0.890 0.751 1.328
H -0.461 -1.460 -0.070
H -0.686 -0.880 1.566
H -2.062 -0.359 -1.036
```

Its SMILES is NNCS. The relative energy (zero: lowest compared OMol25 entry of this formula, charge and spin) comes out at 221.4 kJ/mol. The largest force on an atom comes out at 0.1135 hartree/bohr. Its spin multiplicity is 1.